The following is a quantum chemistry calculation of 7 unconnected molecules or ions with the total composition C56H125N8O in a non-equilibrium geometry, from OMol25.

Its relative energy (zero: lowest compared OMol25 entry of this formula, charge and spin) is 2.548 eV. For the HOMO-LUMO gap, the calculation gives 8.61 eV. The LUMO energy comes out at -12.71 eV. The HOMO energy is -21.320 eV. The value obtained for the total energy is -73994.7681 eV.

The geometry in ORCA input format:
```
! wB97M-V def2-TZVPD RIJCOSX def2/J DEFGRID3
* xyz 7 1
C 10.82368 -1.31760 -0.64602
C 9.89392 -0.24416 -1.21989
N 8.71424 -0.14407 -0.33420
C 8.69550 0.10974 1.01795
C 7.39622 -0.03778 1.42203
N 6.64032 -0.25236 0.31813
C 7.45738 -0.35241 -0.74906
C 5.22779 -0.56021 0.28528
H 10.26362 -2.23741 -0.47934
H 11.30936 -0.97062 0.26637
H 11.64185 -1.56068 -1.32285
H 9.54964 -0.64102 -2.17265
H 10.39326 0.71700 -1.30744
H 9.57449 0.37364 1.58143
H 6.93687 0.13488 2.37965
H 7.09283 -0.60416 -1.73064
H 5.09305 -1.54023 -0.18013
H 4.70455 0.16656 -0.33716
H 4.72808 -0.66905 1.24482
C -4.30050 5.03709 7.48171
C -3.53420 6.28070 6.94475
C -3.12057 6.14642 5.48991
C -4.23351 6.39576 4.46013
N -3.85945 5.81111 3.08928
C -5.02040 6.10100 2.14069
C -4.93866 4.96156 1.15945
C -4.49495 3.74207 1.93819
C -3.73218 4.28308 3.16550
C -2.56872 6.39848 2.49001
H -4.97956 4.62343 6.73259
H -4.71952 5.22478 8.46405
H -3.55865 4.23052 7.55135
H -2.64192 6.37842 7.56151
H -4.13062 7.18591 7.06754
H -2.54582 5.21644 5.42531
H -2.39972 6.95548 5.33000
H -4.54589 7.42050 4.27403
H -5.12504 5.82428 4.72381
H -4.98156 7.07474 1.65705
H -5.96257 6.05575 2.68689
H -4.24177 5.14837 0.33783
H -5.87556 4.72879 0.65342
H -3.97385 2.98608 1.35151
H -5.40817 3.25891 2.29354
H -2.67761 4.01863 3.22812
H -4.16079 3.90884 4.09368
H -1.72807 5.98932 3.04135
H -2.55364 7.48427 2.50940
H -2.61898 5.99925 1.48054
C -3.52518 -3.47993 -1.25223
C -4.01693 -3.45633 0.20703
C -4.68565 -2.16269 0.67782
C -5.09413 -2.22587 2.17719
N -5.75516 -0.94862 2.75655
C -7.01396 -0.53481 1.97789
C -8.16832 -0.44897 3.00122
C -7.71807 -1.51742 4.01131
C -6.22875 -1.29720 4.19197
C -4.75198 0.16716 2.91404
H -3.05198 -2.53260 -1.53269
H -4.42391 -3.44542 -1.87008
H -2.91282 -4.36829 -1.36987
H -3.09565 -3.49523 0.81121
H -4.56963 -4.36219 0.44968
H -5.65598 -2.08316 0.17837
H -4.12441 -1.25543 0.44686
H -4.22774 -2.38538 2.81965
H -5.88313 -2.95433 2.35228
H -6.71158 0.37985 1.46982
H -7.28335 -1.27437 1.22825
H -8.32587 0.53372 3.44160
H -9.07736 -0.69276 2.45489
H -8.21337 -1.37582 4.97356
H -7.91166 -2.56520 3.77653
H -6.13893 -0.35629 4.73366
H -5.61062 -2.11905 4.53636
H -4.11363 -0.12752 3.74571
H -5.22913 1.10216 3.20032
H -4.19733 0.31370 1.99095
C -1.22093 3.15348 -3.94244
C -0.09951 2.64676 -3.01444
C -0.38115 1.36457 -2.20106
C 0.88402 0.60145 -1.81360
N 0.66671 -0.73944 -1.11716
C 1.85277 -1.34760 -0.34940
C 1.24146 -2.27473 0.70972
C 0.01177 -1.52873 1.13742
C -0.28147 -0.49462 0.06745
C 0.17582 -1.77637 -2.10280
H -1.80061 3.96123 -3.48864
H -1.97921 2.45557 -4.29603
H -0.73012 3.61398 -4.79784
H 0.26328 3.47094 -2.40109
H 0.68557 2.38285 -3.72813
H -1.02571 0.68418 -2.76418
H -1.00625 1.60429 -1.33660
H 1.52499 1.23279 -1.19046
H 1.56602 0.32403 -2.62023
H 2.57854 -1.88495 -0.95726
H 2.36169 -0.53282 0.16821
H 0.84487 -3.22305 0.33642
H 1.86310 -2.52748 1.56679
H -0.90801 -2.06791 1.36657
H 0.27077 -0.98127 2.05167
H -1.26500 -0.55799 -0.39613
H -0.05209 0.48637 0.47740
H -0.06738 -2.73002 -1.64007
H 1.01751 -1.88040 -2.78117
H -0.73758 -1.40256 -2.55601
C 3.31923 -5.95494 -1.48962
C 3.19819 -5.84956 0.04262
C 3.67241 -7.04532 0.84852
C 3.11997 -8.43131 0.44875
N 3.77803 -9.61834 1.11760
C 5.25407 -9.62142 0.76640
C 5.65920 -11.10176 0.69450
C 4.37921 -11.92621 0.81601
C 3.22973 -10.94065 0.57272
C 3.54519 -9.50095 2.61339
H 2.75458 -6.80793 -1.85723
H 4.38508 -5.97348 -1.71719
H 2.93227 -5.04927 -1.95855
H 2.18040 -5.59956 0.37068
H 3.77934 -4.95744 0.30071
H 3.52625 -6.81066 1.90406
H 4.75330 -7.03757 0.66984
H 3.18629 -8.56824 -0.63207
H 2.03506 -8.51005 0.56048
H 5.85839 -9.08797 1.49343
H 5.36382 -9.21455 -0.23676
H 6.40669 -11.30229 1.45842
H 6.09468 -11.31632 -0.27927
H 4.32817 -12.52516 1.72373
H 4.32850 -12.66107 0.01246
H 2.29180 -11.20238 1.05944
H 3.01831 -10.83238 -0.49002
H 3.78045 -10.45110 3.08207
H 2.50118 -9.20013 2.65977
H 4.14862 -8.68750 3.00388
C -3.86625 5.29057 -6.07736
C -3.10239 4.33777 -7.02283
C -3.07872 4.89793 -8.48781
C -2.17185 6.11953 -8.59650
N -2.00010 6.69255 -10.00595
C -1.12774 5.94573 -10.96783
C 0.35067 6.34056 -10.69122
C 0.22619 7.62142 -9.85950
C -1.25112 8.01560 -9.82954
C -3.32339 6.96823 -10.65718
H -3.30175 6.20555 -5.89256
H -3.82658 4.82120 -5.08874
H -4.90437 5.49072 -6.32507
H -3.48922 3.32294 -7.05678
H -2.03422 4.34523 -6.78773
H -4.12007 5.14821 -8.71979
H -2.96141 4.10596 -9.23131
H -1.13215 5.89829 -8.34510
H -2.50260 6.89465 -7.91148
H -1.39344 6.17174 -11.99966
H -1.34118 4.87777 -10.91157
H 0.93560 6.46883 -11.59464
H 0.70609 5.53194 -10.05468
H 0.81180 8.46669 -10.22014
H 0.57517 7.48192 -8.83542
H -1.60434 8.63305 -10.65427
H -1.43114 8.58959 -8.92234
H -3.88234 7.72054 -10.10868
H -3.84988 6.03872 -10.86773
H -3.15443 7.34151 -11.66801
C 2.98429 -1.74361 7.30911
N 3.13622 -0.81923 6.11773
C 2.10278 0.26006 6.19848
C 4.51357 -0.17822 6.20719
C 2.89874 -1.59295 4.82979
C 3.65608 -2.89718 4.76892
O 3.69882 -3.40216 3.42328
H 2.96812 -1.12167 8.20502
H 3.80949 -2.44458 7.37101
H 1.97556 -2.15278 7.27756
H 1.09133 -0.13180 6.09324
H 2.25934 1.04011 5.45719
H 2.12131 0.68785 7.20074
H 4.55767 0.18188 7.23026
H 4.61582 0.50587 5.37012
H 5.24553 -0.97212 6.06933
H 3.05227 -0.94096 3.96970
H 1.83346 -1.82903 4.86579
H 3.19564 -3.63879 5.42526
H 4.69338 -2.80438 5.10943
H 3.98554 -4.30998 3.58734
*
```

These are the Löwdin partial charges, in e, on atoms 1 to 2: -0.0521 -0.1254